# C38H75B2Br28N2O7PS

A 15-piece molecular cluster, C38H75B2Br28N2O7PS overall (ωB97M-V/def2-TZVPD, OMol25).

The LUMO energy is -0.5 eV. The electronic energy is -2040602.6504 eV. As for the strongest force on any atom: 4.87 eV/A.

XYZ file:
```
154
Properties=species:S:1:pos:R:3:forces:R:3
Br 1.3752 10.4794 -1.2057 0.0 0.0 0.1
Br -5.3593 0.4998 2.3633 -0.1 0.1 0.0
Br -3.9540 -5.0473 -5.3373 -0.1 -0.1 0.1
Br -3.9512 -7.0562 -2.3372 0.1 0.0 0.1
Br 1.6615 -3.3023 1.4993 0.3 -0.4 0.9
Br -0.8533 4.8648 -0.4575 0.2 0.0 0.0
Br 1.0163 6.3282 2.3749 0.0 0.1 0.0
Br -1.6092 -7.6313 0.5122 -0.1 -0.2 -0.1
Br -2.4977 7.5846 1.2940 -0.3 0.0 0.2
Br -2.5597 4.2663 2.9166 0.0 0.0 0.0
Br -3.1010 9.7981 4.7895 -0.1 0.1 0.0
Br 12.0062 4.0143 -4.8130 0.0 -0.1 0.0
Br -5.5887 -6.4531 -8.3339 0.1 0.0 0.0
Br 9.6130 -1.6067 -4.2729 -0.1 0.1 0.0
Br -8.2543 1.3356 0.2356 0.1 -0.1 0.0
Br -2.9108 -4.9472 2.4546 -0.4 -0.1 0.2
Br -0.7855 -2.7824 4.1915 0.2 -0.1 0.2
Br 4.1475 0.7230 8.8302 0.0 -0.1 -0.1
Br -5.2402 -3.9163 5.1206 0.0 0.0 -0.1
Br -1.1565 12.1989 0.8579 0.0 -0.1 0.0
Br 5.9287 -1.7932 -4.3002 0.2 -0.3 -0.2
Br 2.2504 -0.6522 5.9785 0.0 -0.1 0.3
Br 2.9258 3.4396 3.3490 0.1 -0.2 -0.1
Br 1.6288 0.5971 1.3866 0.2 0.3 0.3
Br 8.6830 -7.4324 -6.6392 0.1 0.1 0.1
Br 9.5999 2.1185 -2.7559 0.0 0.1 0.0
Br -6.7713 9.4263 4.7770 0.1 -0.1 0.0
Br 8.9097 -4.1038 -8.2180 -0.1 -0.1 0.0
S -3.9263 -3.7639 -0.4861 0.7 0.9 -0.7
P -3.4956 -2.1031 -1.4669 -2.4 -1.6 -0.1
O -3.7724 -2.4757 -3.1236 0.1 2.7 1.8
O 3.2294 -1.2441 -1.7908 0.3 2.4 -1.3
O -1.1465 0.9065 -3.9154 -0.2 -2.9 3.1
O -4.7603 -1.0089 -1.0369 1.8 -0.9 -1.7
O -2.2625 1.8813 0.2638 1.0 -0.6 -2.0
O 4.1560 0.8994 -1.4613 -1.0 -3.9 -2.7
O -1.0183 -4.2428 -3.6340 -0.9 0.8 2.5
N -0.6094 -4.7979 -1.2315 -0.4 2.1 -0.8
N -0.7206 -1.3949 -3.2528 -0.5 2.2 0.2
C 3.8920 -0.0476 -2.2468 0.6 2.9 2.8
C 3.5330 0.8167 6.0334 0.1 -0.2 -0.2
C -1.3789 0.0782 -1.4519 -0.3 0.8 0.5
C -0.2603 10.4925 1.1471 -0.1 0.2 0.2
C -3.8868 -8.4935 -1.0237 -0.2 0.0 -0.1
C -7.9905 -0.1656 1.4509 -0.3 0.1 0.0
C 8.3477 -1.4733 -2.7967 0.2 -0.1 0.0
C 1.5469 6.0991 0.5126 0.1 0.2 0.1
C -1.7628 -1.4345 -1.0936 -0.1 -0.2 1.8
C -4.1052 -7.1506 -7.2788 -0.2 -0.2 -0.1
C -1.5634 -0.9281 1.5771 0.0 -0.7 -1.1
C 8.2242 -5.6781 -5.9241 -0.1 -0.2 0.1
C 0.3942 6.3648 -0.4234 0.0 -0.3 -0.3
C 4.6774 0.5100 6.9667 0.1 0.2 0.2
C -4.3173 -6.9049 -5.8054 0.2 0.1 0.0
C 10.8665 2.5085 -5.2960 0.1 0.2 -0.2
C -7.2633 0.2621 2.7012 0.3 -0.2 0.1
C 7.5828 -4.8077 -6.9759 0.1 0.3 0.0
C 1.1404 2.6595 3.3109 0.0 0.1 0.2
C -3.7872 6.8297 2.5467 0.0 0.2 0.0
C -1.1096 0.0258 -3.0329 1.5 -0.3 -0.2
C 1.7441 -3.8288 3.3761 0.2 -0.2 -0.1
C -5.1731 -5.5721 4.0946 -0.1 0.0 0.3
C 1.8027 -0.8417 -1.7355 -0.2 -0.2 0.9
C -3.5192 -7.9969 0.3567 0.2 -0.2 0.1
C 7.2012 -2.4379 -2.9712 -0.2 0.1 0.1
C -1.5935 -1.8536 0.4738 0.1 1.3 1.0
C -4.3680 9.8889 6.2676 0.3 -0.1 0.1
C 9.5128 2.6134 -4.6392 -0.1 -0.3 0.0
C -0.5607 -2.1465 -1.9548 -1.2 -0.7 -1.6
C -3.1037 6.0054 3.6095 0.0 -0.2 0.1
C 0.3979 -4.2943 3.8690 -0.1 0.1 0.3
C -5.4654 8.8657 6.1109 -0.3 0.1 0.1
C -3.4917 1.9699 -2.0459 0.7 -0.5 0.3
C 0.9300 -2.1260 -1.3537 1.1 0.4 -0.8
C 1.1965 1.1570 3.2047 -0.1 0.0 -0.2
C 1.1886 10.5570 0.7334 0.1 -0.2 -0.1
C -3.7498 -6.0106 3.8555 0.2 -0.1 -0.2
B -0.7390 -3.7461 -2.3091 -0.6 -1.9 0.1
B -2.3579 1.3152 -1.0539 -1.2 1.0 1.1
H -2.2104 6.4804 4.0153 -0.1 0.0 -0.1
H 10.7716 2.5608 -6.3817 -0.1 0.0 0.1
H 0.7483 6.4616 -1.4506 0.1 0.0 0.1
H -5.7042 -6.3056 4.7036 0.1 0.0 -0.1
H -3.7771 9.6843 7.1619 -0.1 0.0 -0.1
H -3.1180 -5.9276 4.7400 -0.2 0.0 0.0
H -5.3321 -7.1238 -5.4733 0.1 0.0 -0.1
H -1.3550 1.7643 0.6300 -1.0 -0.2 -0.1
H 0.6790 2.9618 4.2525 0.0 -0.1 -0.1
H -5.5774 -1.3019 -1.5171 0.9 0.2 0.6
H -4.2757 2.5635 -1.4525 1.1 -0.9 -1.0
H 2.4707 -4.6423 3.4133 -0.1 0.0 0.0
H 8.9248 -1.7202 -1.9041 -0.1 0.0 -0.1
H -3.7173 -8.7720 1.0993 0.0 0.0 -0.1
H 8.0320 -0.4316 -2.7418 0.0 -0.2 0.0
H 6.8360 -5.3313 -7.5722 0.1 0.0 0.1
H -8.9956 -0.5160 1.6917 0.1 0.0 0.0
H -4.0843 -8.2206 -7.4908 0.0 0.1 0.1
H 11.4069 1.6012 -5.0266 -0.2 0.1 0.0
H -4.8948 -8.9108 -1.0208 0.1 0.0 0.1
H 8.8131 1.9060 -5.0868 0.1 0.0 0.0
H 2.9780 1.7124 6.3113 0.1 -0.1 0.0
H -0.1811 7.2512 -0.1578 0.1 -0.1 0.0
H 1.7331 9.6880 1.1062 -0.1 0.1 0.0
H 7.5238 -5.8772 -5.1110 0.0 0.1 -0.1
H 0.4923 -4.7962 4.8332 0.1 0.0 -0.1
H -3.9470 1.1035 -2.6404 0.3 1.4 0.6
H -1.4475 -2.9667 0.7395 1.3 1.9 -1.1
H 1.6916 11.4650 1.0650 -0.2 -0.1 0.0
H -0.3461 10.3050 2.2187 0.1 0.0 -0.1
H -7.3220 -0.5153 3.4645 0.0 0.0 -0.1
H -7.6320 1.1999 3.1159 0.0 -0.1 -0.2
H -1.5202 -5.2535 -1.0606 0.8 0.0 -0.1
H 9.1398 -5.2529 -5.5129 -0.1 0.0 -0.1
H -3.6123 -7.4899 -5.2131 -0.1 0.0 -0.1
H -5.7310 -5.3988 3.1742 0.2 0.0 0.1
H -4.5072 6.2620 1.9573 0.2 0.0 0.1
H 2.3465 6.8250 0.3552 -0.1 -0.1 0.0
H 1.0083 -2.2709 -0.2210 -0.8 0.6 -2.2
H -3.1963 -6.6905 -7.6657 -0.1 0.0 0.1
H -0.1137 -4.9560 3.1695 0.1 0.1 0.0
H 7.5175 -3.4307 -3.2906 0.0 0.2 0.0
H -5.0998 7.8856 5.8049 0.0 0.2 0.0
H 0.2178 0.7213 3.4129 0.1 0.1 0.1
H 2.1347 -2.9744 3.9291 -0.1 -0.1 -0.1
H -4.0394 -7.0821 0.6441 0.1 -0.1 -0.2
H 5.4930 1.2199 6.8201 -0.1 0.0 -0.1
H 1.4764 -3.0356 -1.8180 -0.8 1.4 0.6
H -0.4775 0.2618 -0.7456 -0.8 -0.3 -1.6
H -0.8304 9.7381 0.6047 0.2 0.2 0.1
H -3.7939 5.7824 4.4252 0.0 0.1 -0.1
H -3.1904 -9.2376 -1.4097 -0.1 0.1 0.2
H -7.4654 -0.9395 0.8911 0.0 0.1 0.2
H -4.0510 -1.6024 -3.5121 0.4 -1.1 -0.1
H -1.4394 -1.7500 -3.8994 0.9 -0.6 0.2
H 7.1257 -3.9279 -6.5198 0.1 -0.1 0.0
H 1.9539 5.0919 0.4190 -0.1 0.1 0.0
H -4.7360 10.9138 6.3083 0.0 -0.2 0.0
H 4.1679 0.1329 -3.3431 -0.7 -1.1 1.3
H 9.0877 3.6157 -4.6847 0.2 -0.1 0.0
H 5.0613 -0.5043 6.8592 -0.1 0.1 0.0
H 3.8908 0.9203 5.0079 0.0 0.0 0.1
H 1.9372 0.7012 3.8621 -0.3 0.2 -0.3
H -2.9169 2.6430 -2.7869 -1.0 -0.9 1.1
H 1.7341 -0.0959 -0.8609 -0.1 -0.9 -1.9
H 0.6074 3.1300 2.4836 0.0 0.0 0.1
H -0.2643 -4.3877 -0.3536 -0.4 -0.4 -0.3
H -3.7202 -7.0384 3.4892 -0.1 0.1 0.1
H 1.5732 -0.3796 -2.7504 -0.2 -0.6 1.4
H -2.5049 -0.4476 2.0070 1.5 0.7 -1.7
H -0.5576 -0.6805 2.0732 -1.9 -1.9 0.3
H 6.6275 -2.5241 -2.0471 0.1 0.0 -0.1
H -6.0314 8.7643 7.0379 0.1 0.0 -0.1
H -4.2874 7.6914 2.9914 0.1 -0.1 0.0
H -1.6562 -4.9864 -3.4776 1.0 0.5 -0.5
```
Forces are in eV/Å.



# C16H29AsCuF9N3O5

C16H29AsCuF9N3O5 as an isolated structure (ωB97M-V/def2-TZVPD, OMol25).

The LUMO energy (alpha / beta) is 0.2 / -2.1 eV. The spin multiplicity is 2. The electronic energy is -161704.7253 eV. As for the strongest force on any atom: 3.43 eV/A.

XYZ file:
```
64
Properties=species:S:1:pos:R:3:forces:R:3
As -15.9439 6.1994 4.3255 0.4 -0.7 -3.3
Cu -16.6029 6.6214 8.1271 -0.7 1.1 1.8
F -16.4502 8.1287 13.0191 0.3 0.9 0.0
F -18.4962 7.4489 12.7968 -0.5 0.3 0.8
F -16.9696 6.2351 13.7766 -0.2 -0.8 0.4
F -15.6265 6.3241 2.4951 -0.4 -0.1 3.0
F -15.6592 7.9890 4.4776 -0.4 -2.2 0.0
F -16.0898 4.3936 4.1936 -0.2 1.8 0.4
F -16.3969 6.1344 6.0705 0.7 0.0 -0.3
F -17.6815 6.3113 4.0225 1.4 0.3 0.3
F -14.2201 5.8164 4.6206 -1.4 1.0 0.3
O -18.9904 6.6156 7.7831 -0.2 -0.3 0.1
O -14.9772 5.1697 8.8168 0.2 1.1 1.2
O -17.5363 4.5840 7.9157 2.7 -1.1 1.1
O -16.8944 7.3380 10.1948 0.2 -0.6 1.2
O -17.9654 5.5133 10.9303 0.3 -0.2 1.5
N -14.4059 7.7054 7.7313 1.9 -0.5 -0.9
N -18.3749 12.3977 8.6871 0.8 -1.1 1.4
N -17.0502 8.7200 7.3384 0.8 1.7 -0.9
C -16.9334 6.4769 11.3288 -0.4 -0.8 -3.1
C -18.0344 4.2773 11.6526 -2.2 -1.1 -0.8
C -18.0150 11.6701 9.5228 -1.0 0.1 -1.4
C -18.7138 4.2957 7.1833 0.0 1.7 -0.5
C -16.8369 9.7085 6.7612 -1.7 -2.1 1.3
C -19.3822 3.5106 11.2200 0.8 0.6 0.6
C -16.6664 10.9132 5.9745 0.7 -0.6 -0.1
C -12.1835 7.2508 6.4236 -0.3 0.1 0.2
C -13.8673 5.3341 9.6695 1.2 0.4 0.6
C -13.4042 7.5349 7.1633 -1.9 0.5 1.0
C -16.3891 3.6801 7.6693 -0.4 -1.0 -0.2
C -17.6067 10.6671 10.5227 1.1 1.3 0.4
C -17.2222 7.0775 12.7922 0.1 0.1 -3.3
C -15.1558 3.8169 8.6323 -2.3 -0.6 -1.4
C -19.7095 5.4030 7.6572 0.6 -1.5 -0.3
C -19.7353 7.6310 8.4340 -0.2 0.4 0.0
H -19.3584 3.2730 10.1565 -0.1 0.3 0.0
H -15.9990 5.9165 11.3594 0.4 -0.1 0.6
H -13.9226 4.7699 10.6004 -0.6 -0.4 0.0
H -14.2425 3.3857 8.2225 -0.1 -0.2 -0.6
H -20.5111 8.0157 7.7720 -0.4 -0.3 0.0
H -19.1017 3.2963 7.3803 0.0 0.0 0.2
H -20.3067 4.0156 11.5000 0.2 0.6 -0.3
H -17.0860 11.2692 11.2673 -0.2 0.1 0.5
H -16.7423 2.6572 7.7997 -0.2 -0.1 0.0
H -20.1389 4.9672 8.5594 0.3 0.8 0.9
H -12.9887 4.9452 9.1548 0.3 0.1 -0.1
H -20.1406 7.2464 9.3699 -0.1 0.1 0.0
H -18.4767 4.4038 6.1249 -0.1 -0.1 -0.2
H -16.8177 11.8215 6.5578 0.1 -0.2 0.0
H -19.1180 8.5077 8.6306 0.4 -0.5 0.1
H -13.6603 6.3485 10.0106 -0.5 0.2 -0.7
H -20.5795 5.4614 7.0031 0.2 0.4 -0.5
H -18.4004 10.1247 11.0365 0.0 -0.1 -0.6
H -17.2729 3.5482 11.3760 0.7 0.4 -0.1
H -12.2631 7.7253 5.4456 0.1 -0.3 -0.1
H -17.2858 10.8908 5.0779 -0.1 -0.1 0.2
H -15.6365 10.7499 5.6571 0.2 0.8 -0.3
H -12.1537 6.1627 6.3650 0.3 0.1 -0.4
H -15.3424 3.2318 9.5328 -0.2 0.5 0.6
H -11.3086 7.6357 6.9475 -0.1 -0.1 0.0
H -18.0310 4.3740 12.7383 0.0 0.3 0.0
H -16.7677 10.0690 10.1670 -0.6 -0.6 -0.4
H -16.0809 3.7384 6.6254 0.0 0.5 0.0
H -19.5306 2.5612 11.7345 0.7 -0.2 0.2
```
Forces are in eV/Å.



# C32H27Cl2IKN2O5P

C32H27Cl2IKN2O5P as an isolated structure (ωB97M-V/def2-TZVPD, OMol25).

For the energy above the lowest of the compared OMol25 structures with the same formula, charge and spin, the calculation gives 36.54 kcal per mole. The LUMO energy is 3.6 eV. The electronic energy is -105602.6626 eV. As for the strongest force on any atom: 2.22 eV/A. The charge is -2.

XYZ file:
```
71
Properties=species:S:1:pos:R:3:forces:R:3
I 3.8739 2.5389 -3.3730 0.0 -0.2 -0.1
K 0.0928 -0.8596 -1.6079 0.0 0.8 0.0
Cl 5.2401 -1.8131 -6.8067 0.0 0.0 0.0
Cl -5.2834 7.3862 -1.2384 0.0 0.1 0.0
P -1.0958 -0.9318 1.1724 -0.2 0.2 1.2
O 1.8542 0.2952 -2.4794 1.4 0.5 -0.9
O 4.1999 1.3097 1.8924 0.0 0.2 -0.1
O 3.0963 -0.5919 1.5239 0.0 0.1 0.0
O -3.7358 -2.3426 -1.1885 0.0 0.0 0.2
O -1.5171 -2.1606 -0.8543 -1.7 -1.4 0.2
N 2.6400 2.8357 0.4678 -0.1 -0.1 0.1
N 1.5648 -2.3178 -3.2026 0.2 -0.4 -0.4
C 0.0236 0.3842 4.9084 0.0 0.0 0.0
C -0.9369 -4.5691 3.1344 0.0 0.0 0.0
C -0.0198 -0.2292 3.6674 -0.1 0.0 -0.1
C -2.7462 -1.9819 -0.5532 -0.2 -0.2 0.0
C 1.1003 -4.3167 1.8922 0.0 0.0 0.0
C -2.8348 3.6164 -0.1656 0.0 0.0 0.0
C 4.2353 -1.2194 -5.4966 0.2 0.2 -0.1
C 0.6480 -3.0991 1.4037 -0.1 0.0 0.0
C 2.2815 1.4109 0.4466 0.1 -0.1 0.1
C -3.7008 3.6863 -1.3171 0.0 0.0 0.0
C 3.0569 -3.4070 -5.2862 -0.2 -0.1 0.1
C 3.6140 0.5584 -4.0319 -0.1 0.4 0.3
C -4.4241 4.8104 -1.6339 0.0 0.0 0.1
C -3.5523 5.9333 0.3132 0.0 -0.1 -0.1
C 0.3076 -5.0559 2.7573 0.0 0.0 0.0
C -1.0823 1.0820 5.3796 0.0 0.0 0.0
C 3.2768 -2.0664 -4.9051 -0.2 0.0 0.2
C -2.2590 0.5574 3.3455 -0.1 -0.1 -0.1
C -0.5963 -2.5999 1.7776 0.1 0.0 0.0
C -2.0872 2.4999 0.1421 0.1 -0.2 0.1
C -2.8233 4.8136 0.6385 0.0 0.0 0.0
C 3.2146 0.5930 1.3404 -0.2 0.0 -0.2
C 2.1162 -4.1529 -4.6258 0.2 0.0 -0.2
C 4.4129 0.0691 -5.0572 -0.1 -0.4 -0.1
C 2.4750 -1.5547 -3.8451 0.2 -0.2 -0.2
C -1.1715 -0.1746 2.8733 0.1 0.1 -0.1
C -2.8731 -1.1802 0.7643 0.3 0.0 -0.3
C -2.2180 1.1740 4.5900 0.0 0.0 0.0
C 1.3954 -3.5652 -3.5788 -0.1 0.2 0.3
C -1.3809 -3.3473 2.6515 0.0 0.0 0.0
C -4.3521 5.9461 -0.8270 0.0 0.0 0.0
C 2.5965 -0.1763 -3.3839 0.2 0.5 0.1
H 0.9247 0.3266 5.5086 0.0 0.0 0.0
H 2.0766 -4.6854 1.6005 0.0 0.0 0.0
H 1.9017 3.3813 0.8937 0.0 0.0 0.0
H 5.1699 0.6938 -5.5101 0.0 0.0 0.0
H -1.5577 -5.1407 3.8151 0.0 0.0 0.0
H 1.9318 -5.1823 -4.9036 0.0 0.0 0.0
H -3.4641 -1.6985 1.5186 0.0 -0.1 0.0
H -2.1224 1.6060 -0.4725 0.0 0.1 -0.1
H -1.0507 1.5630 6.3507 0.0 0.0 0.0
H 0.6626 -6.0041 3.1445 0.0 0.0 0.0
H 4.0287 2.2223 1.5459 0.0 -0.1 0.1
H -3.0743 1.7401 4.9383 0.0 0.0 0.0
H -2.2047 4.8212 1.5308 0.0 0.0 0.0
H -3.1393 0.6646 2.7229 0.0 0.0 0.0
H 3.6384 -3.8323 -6.0925 0.0 0.0 0.0
H 0.8542 -0.7542 3.2957 0.0 0.0 0.0
H 1.2779 -2.5127 0.7449 0.0 0.0 0.0
H -3.7750 2.8073 -1.9489 0.0 0.0 0.0
H 2.7558 3.1748 -0.4784 0.0 0.0 0.0
H -5.0591 4.8197 -2.5129 0.0 0.0 0.0
H -3.5095 6.8147 0.9440 0.0 0.0 0.0
H 0.6497 -4.1278 -3.0251 0.0 0.0 0.0
H -3.3414 -0.2150 0.5604 0.0 0.0 0.0
H -1.4674 2.4599 1.0320 0.0 0.0 0.0
H 1.2561 1.2240 0.7746 0.0 0.0 0.0
H 2.3568 1.0123 -0.5674 0.0 0.0 0.0
H -2.3454 -2.9660 2.9655 0.0 0.0 0.0
```
Forces are in eV/Å.